Record 1
# C5H34O15

13 unconnected molecules or ions with the total composition C5H34O15 (ωB97M-V/def2-TZVPD, the OMol25 dataset).

```
54
Properties=species:S:1:pos:R:3
O -2.47250 2.07976 2.81021
O 1.00239 2.89021 1.14103
O 0.02850 -3.40528 -1.29918
O 0.98040 3.92954 -1.73626
O -0.20846 0.79331 3.48800
O -1.41662 2.26053 0.35876
O 2.09477 -1.10075 -2.43068
O -2.65582 -1.07382 1.27942
O -3.68992 -1.51510 -1.37862
O -1.61714 -3.51866 0.89836
O 2.85204 1.22486 1.76391
O 0.76205 -1.13154 -4.05709
O 2.36555 -2.14216 -0.09459
O 2.37547 -1.22368 3.10339
O 0.31452 -1.80335 1.91070
C -1.72059 1.97361 -0.98840
C 0.43869 0.94906 -1.43424
C 1.20393 -0.46169 -3.22440
C -1.01893 0.59850 -1.14679
C 0.79014 0.94875 -2.87927
H 1.96517 3.98952 -1.38720
H 0.89574 0.22046 -0.70045
H -1.24168 -0.20810 -1.85107
H 1.01317 2.97718 2.10370
H 2.54903 -3.07583 -0.28221
H 0.78527 1.87513 -0.87798
H -2.59019 2.97527 2.60036
H -3.55553 -0.88509 -0.63227
H 0.41523 4.56094 -1.22636
H -3.28673 -1.57926 1.68636
H -0.44949 -1.21953 2.12248
H -2.53179 1.77582 1.85049
H -1.20059 0.12101 -0.29920
H 3.21991 1.37952 2.73825
H 1.59126 1.70756 -2.84215
H -1.92802 -2.73168 0.93663
H 2.25673 -0.71281 -1.45581
H 0.32508 1.40254 3.11014
H 2.68688 0.33220 2.11775
H -0.03088 1.42981 -3.62581
H -1.11374 1.19318 3.24145
H 1.89475 -2.02657 0.72826
H -2.93378 -2.06161 -1.44591
H 1.78466 -0.76575 3.78547
H -1.14885 2.77737 -1.62431
H -2.84197 2.13123 -1.04685
H -0.92444 -3.58918 0.14501
H 1.56373 2.11314 1.02655
H -2.29466 -0.30212 1.90826
H 0.78363 -2.79960 -1.40761
H 1.68924 -1.74812 2.55612
H -0.10073 -2.71401 1.61246
H -0.52169 2.61152 0.44619
H -0.60604 -3.31442 -2.03122
```

Net charge ... 0
LUMO level ... -0.2 eV
HOMO-LUMO gap ... 9.95 eV
E_tot ... -36446.2223 eV
Maximum force ... 10.4 eV/A
ΔE to the lowest compared entry with this formula, charge and spin ... 134.1 kcal per mole

***

Record 2
# C5H35N2O10

11 unconnected molecules or ions with the total composition C5H35N2O10 (ωB97M-V/def2-TZVPD, the OMol25 dataset).

```
52
Properties=species:S:1:pos:R:3
O 2.31827 3.07602 -1.07156
O 4.51881 1.63635 -0.09851
O 0.19271 0.65184 3.63529
O 1.07487 -0.87849 -1.39100
O 1.05407 -3.70737 1.49776
O 1.40473 1.75322 1.12975
O -0.13902 -1.24524 1.71686
O 3.60334 -1.44078 1.97336
O 2.90409 -2.37725 -0.47444
O -0.83357 -3.80321 0.05469
N -0.50854 0.82741 -0.54912
N -2.96391 0.24560 -1.52837
C -3.55006 0.50426 -2.83786
C -3.53203 -1.07956 -1.03495
C -1.44524 2.00660 -0.74981
C -1.16737 3.06270 0.27914
C -2.92866 1.40660 -0.58370
H 2.60948 -3.13748 0.04914
H -1.59065 2.77098 1.21715
H 1.78663 -1.25003 -0.77751
H -4.25588 -0.23748 -3.17113
H -0.08125 3.17302 0.30702
H -1.47532 2.42728 -1.72438
H 2.31908 4.03358 -1.15866
H -0.67019 0.25575 3.72773
H -2.81388 0.72776 -3.68397
H 1.07282 -1.46806 -2.15863
H -1.62995 4.02937 0.08048
H 3.26828 -1.81634 0.28198
H 0.74482 0.49881 4.39995
H 1.67197 2.29829 0.37742
H -0.73416 0.69594 0.49287
H -4.08698 1.44923 -2.90730
H -4.60301 -1.13879 -1.09256
H 1.05917 -4.45238 2.12154
H 3.05967 -2.14158 2.36180
H 0.71669 -1.30115 1.28459
H -3.22721 -1.39533 -0.01961
H 4.43469 -1.93373 1.87884
H -1.41952 -4.17442 0.73163
H 4.49971 2.59130 -0.17663
H -0.61961 0.09111 -1.21759
H -0.19557 -2.06152 2.21844
H -2.93068 -1.78130 -1.69138
H 2.11846 1.24808 1.53413
H -0.78935 -2.84519 -0.01995
H 2.53595 2.70756 -1.93184
H -3.64771 2.21683 -0.85113
H -3.26794 1.09332 0.43794
H 4.59569 1.31750 -1.01008
H 0.47801 1.11581 -0.55913
H 1.06527 -4.24542 0.68130
```

Net charge ... +1
LUMO level ... -2.5 eV
HOMO-LUMO gap ... 8.94 eV
E_tot ... -29200.8936 eV
Maximum force ... 4.2 eV/A
ΔE to the lowest compared entry with this formula, charge and spin ... 114.0 kcal per mole

***

Record 3
# C5H36N2O13

13 unconnected molecules or ions with the total composition C5H36N2O13 (ωB97M-V/def2-TZVPD, the OMol25 dataset).

```
56
Properties=species:S:1:pos:R:3
O -1.62132 -0.47755 2.45982
O 2.96469 -0.94464 -1.89785
O 0.58051 -3.20492 0.82437
O -2.02905 -2.61214 0.87236
O 1.08590 -1.96799 -3.52645
O -2.70355 2.92042 -0.49651
O 1.18579 1.64558 1.90135
O -3.26433 1.53763 1.74552
O 1.47868 -3.00924 3.25155
O 2.99762 -2.09162 0.52605
O 0.83544 -0.50157 3.53062
O -0.95387 4.74191 0.41568
O 3.10312 0.58105 0.31971
N -0.37890 1.59518 -1.22139
N -1.12193 -1.70774 -1.73619
C 0.00648 0.86106 0.01278
C 0.24531 1.82618 1.16851
C 0.65560 2.60346 -1.56613
C -0.56813 0.67524 -2.38641
C -1.64447 -0.39461 -2.09856
H 0.79330 -3.18870 1.82163
H -3.28008 3.04150 -1.14102
H -1.90129 -1.17492 1.88745
H -1.05014 -2.83020 0.87270
H -0.36262 -1.68726 -1.11796
H 1.23494 0.18108 3.00838
H -1.64496 4.12646 0.09946
H 3.12828 -1.57809 -1.19763
H 1.71729 2.24927 -1.50332
H 0.58661 -4.15120 0.55075
H -2.19193 -2.39882 -0.09126
H 0.40797 0.16177 -2.65799
H -2.32883 -0.09467 -1.29191
H 1.55698 -2.46767 -4.19061
H 2.48969 0.97429 0.92854
H 3.50100 -2.55443 1.24424
H 1.31054 -2.00485 3.36108
H -0.86719 0.17324 0.32554
H -1.90824 2.41118 -0.86950
H 2.92525 -0.16470 -1.43480
H 1.01148 -3.42278 3.93048
H 0.86182 0.15330 -0.17863
H -2.32349 -0.51459 -2.97350
H -0.77026 -2.26572 -2.56152
H 2.10912 -2.47602 0.56508
H -2.16498 0.27272 2.27180
H -0.39420 2.70755 1.25554
H 0.44629 3.03931 -2.47842
H 1.78388 -1.56287 -2.94709
H 3.18619 -0.28730 0.58010
H -4.22103 1.41429 1.82334
H 0.62893 3.42254 -0.80851
H -0.87263 1.30540 -3.27759
H -3.07870 2.06979 0.94519
H -0.09525 -0.45053 3.20895
H -1.07735 5.49596 -0.05781
```

Net charge ... 0
LUMO level ... 0.2 eV
HOMO-LUMO gap ... 9.57 eV
E_tot ... -35367.7393 eV
Maximum force ... 6.3 eV/A
ΔE to the lowest compared entry with this formula, charge and spin ... 72.8 kcal per mole

***

Record 4
# C5H37N3O12

13 unconnected molecules or ions with the total composition C5H37N3O12 (ωB97M-V/def2-TZVPD, the OMol25 dataset).

```
57
Properties=species:S:1:pos:R:3
O -2.43360 3.75628 -2.45044
O 2.54127 -0.53889 -3.87183
O 2.88491 1.13951 2.68818
O 0.74029 3.40775 -1.69797
O 2.55685 -3.72294 0.03248
O -2.64410 2.56410 2.15397
O -0.70199 -1.06137 -4.20458
O -0.88689 0.20594 4.15837
O -1.46620 1.20480 -3.19658
O -2.10524 1.33135 -0.18136
O 0.01727 1.94897 2.27191
O 3.93713 1.65410 -1.56047
N 0.46529 -0.48297 -1.74798
N -0.08619 -0.62428 0.53089
N 2.17604 -0.66511 -0.20681
C 0.78251 -0.52494 -0.49814
C -2.98469 -2.45362 1.63071
C 0.23385 -1.58207 1.60153
C -1.73175 -3.12353 2.18449
C -0.45016 -2.99514 1.29957
H 2.38309 -0.42997 0.76583
H -1.81335 0.61083 -3.87622
H -1.04682 0.62742 -2.52767
H -1.03474 -0.32723 0.46428
H 0.13525 -1.08101 -4.68603
H -0.21660 0.75673 3.70354
H -3.41275 2.24674 1.67085
H 0.23550 1.51632 1.43662
H 0.48246 2.54235 -2.02550
H -2.73576 -1.36829 1.39753
H -1.35152 -2.73433 3.14333
H 3.47715 -3.68908 -0.27630
H -3.36003 -2.86204 0.70208
H 2.87989 -0.34064 -0.87642
H 2.98768 0.78766 3.57727
H -1.31276 0.76252 4.81764
H 3.60166 2.55608 -1.40662
H 3.12807 -0.29956 -3.14109
H -0.45856 -1.34642 -3.32497
H -0.88722 2.25061 2.07623
H -2.14632 2.88397 -2.75046
H -2.36137 1.88995 -0.95030
H 2.21373 -2.82058 -0.17770
H 4.71125 1.78500 -0.98367
H 2.93956 0.07624 -4.51870
H -1.92723 -4.15973 2.45833
H -2.50560 1.85721 2.80428
H -0.27188 -1.13962 2.44209
H -3.83235 -2.36739 2.29770
H 1.08107 -0.12707 -2.48290
H 0.29733 -3.78618 1.44827
H -0.75816 -3.00104 0.24892
H -1.84475 0.62419 -0.85558
H -0.01764 3.86465 -1.32449
H 2.38983 1.98991 2.68900
H -1.76294 4.36387 -2.77250
H 1.27023 -1.55000 1.87742
```

Net charge ... 0
LUMO level ... 0.1 eV
HOMO-LUMO gap ... 9.39 eV
E_tot ... -34826.0835 eV
Maximum force ... 3.5 eV/A
ΔE to the lowest compared entry with this formula, charge and spin ... 0.0 kcal per mole

***

Record 5
# C5H38N2O13

14 unconnected molecules or ions with the total composition C5H38N2O13 (ωB97M-V/def2-TZVPD, the OMol25 dataset).

```
58
Properties=species:S:1:pos:R:3
O 2.94858 -1.21599 2.42216
O 3.24258 2.55315 -1.48533
O -4.00561 0.07356 -0.20507
O 2.39268 0.77550 0.70606
O -4.84626 -2.56794 0.96908
O -0.73500 2.52487 1.83303
O 1.03630 1.20614 -2.31089
O 4.69685 -1.13182 0.56861
O -3.98500 2.81664 -0.59658
O 3.86711 -0.62294 -1.93639
O -2.65838 1.06305 3.36948
O -0.32205 -0.06394 2.72580
O -1.99789 4.89346 0.88568
N -0.85122 0.18467 -0.44262
N -1.89757 1.01252 -2.49224
C 2.06686 -3.68307 -1.42076
C -0.99679 -1.24166 -0.72412
C 0.62862 -3.28622 -0.79415
C -1.27825 1.11490 -1.19445
C 0.47968 -1.75650 -0.54413
H 2.95505 1.54795 0.39146
H 3.24601 -1.44255 -1.78948
H -1.09316 0.28015 3.31689
H 2.34785 -0.43558 2.06354
H -2.81519 1.72590 3.98616
H 2.91331 -3.04342 -1.13934
H 2.11103 -3.74403 -2.55360
H 1.59805 0.37525 -2.63519
H -1.30287 4.68662 1.46404
H 4.66882 -1.85645 1.16982
H 2.32400 -4.68111 -1.02608
H 1.10235 -1.12843 -1.09884
H -0.64671 0.16583 1.89383
H -4.70301 -2.68731 0.07542
H 3.66849 3.26832 -1.32498
H -3.45175 0.69446 2.87079
H 4.74520 -0.96272 -1.83639
H -3.18398 0.03614 0.20645
H -2.04172 0.06306 -2.84667
H 0.77337 -1.71158 0.45560
H -1.53869 -1.44426 -1.80805
H -1.59789 -1.69891 0.06276
H -4.34227 -3.11147 1.52297
H 1.83684 1.06276 1.34854
H 0.37942 -3.78017 0.13194
H 3.83457 -0.66577 0.75564
H -1.18562 2.71644 2.60473
H -0.98380 2.08096 -0.92181
H -3.49611 2.22977 -1.19234
H 1.73110 1.78261 -2.17093
H -2.29031 4.35563 0.27785
H -4.55910 -0.29020 0.44915
H -1.31534 1.36958 -3.19845
H -4.79883 2.11990 -0.64940
H 3.53648 -0.77640 3.07590
H 3.83792 1.81857 -1.54141
H 0.04159 2.00977 1.79630
H -0.09033 -3.57769 -1.52004
```

Net charge ... +1
LUMO level (alpha / beta) ... -3.4 / -8.3 eV
HOMO-LUMO gap (alpha / beta) ... 9.42 / 4.42 eV
E_tot ... -35386.3577 eV
Maximum force ... 8.9 eV/A
ΔE to the lowest compared entry with this formula, charge and spin ... 175.9 kcal per mole
Spin multiplicity ... 2

***

Record 6
# C5H38N3O11

12 unconnected molecules or ions with the total composition C5H38N3O11 (ωB97M-V/def2-TZVPD, the OMol25 dataset).

```
57
Properties=species:S:1:pos:R:3
O -2.60283 0.09087 2.06013
O -2.11055 -2.38676 0.06047
O 1.66540 4.29969 0.77018
O -2.45259 3.09306 2.06516
O 2.79734 -2.47308 -0.18254
O -3.27671 -0.05149 -0.56587
O 2.50696 -0.81440 -2.29633
O 0.32598 1.71430 3.73873
O -0.52829 -2.51361 -2.50881
O -0.20012 -4.27571 -0.33296
O 4.16167 -0.30492 0.26551
N -0.15094 0.55175 -0.04930
N -0.21092 -0.82307 2.72610
N -0.42287 0.05298 -2.69219
C 0.19022 1.65173 -1.02190
C -0.76959 1.46728 -2.26840
C -0.47180 2.43115 -3.43283
C 0.90540 -0.97358 1.73484
C 0.96568 0.37916 0.91145
H -1.77997 1.65286 -1.91923
H -2.20908 -1.70271 -0.62018
H -3.07248 0.42101 0.36008
H -1.10916 3.22040 -3.18244
H -0.32697 2.43014 3.64950
H -2.47002 2.16694 2.30433
H 0.65522 -1.82132 1.22089
H 2.14382 -3.18508 -0.12311
H -4.17306 -0.33818 -0.61012
H -3.40674 -0.27706 2.47208
H -0.59507 2.18128 -4.47665
H 1.24771 3.80161 1.57130
H 5.10360 -0.29893 0.52642
H -2.21788 -1.90667 0.89942
H -0.06689 -3.07153 -1.83111
H -1.35225 -3.00449 -2.73618
H -0.77346 -3.60518 0.06359
H -0.36371 -1.54596 3.33531
H 1.15710 1.28392 1.52884
H 1.00874 4.08352 0.04117
H 1.39246 1.50935 -1.21609
H -1.06543 0.65962 0.45542
H -1.01218 -0.37089 -3.42194
H 0.56766 0.00897 -2.90341
H 0.27819 2.65024 -0.57612
H 2.33420 -1.65809 -0.04565
H -3.36889 3.28022 1.88112
H 3.15704 -0.33240 -1.62244
H -1.85423 -0.55000 2.36730
H 4.13212 -1.33684 0.38696
H 2.92783 -1.50280 -2.70327
H -0.55803 -0.54195 -1.86084
H -0.12304 0.10150 3.17038
H 0.56963 2.74372 -3.39086
H 1.97865 -1.01518 2.12676
H 1.76180 0.18384 0.22264
H 0.39532 1.57738 4.68732
H -0.62903 -5.12107 -0.05179
```

Net charge ... +1
LUMO level ... -2.5 eV
HOMO-LUMO gap ... 9.88 eV
E_tot ... -32787.8759 eV
Maximum force ... 6.1 eV/A
ΔE to the lowest compared entry with this formula, charge and spin ... 19.8 kcal per mole

***

- Which of these has the highest ΔE to the lowest compared entry with this formula, charge and spin?
  C5H38N2O13